32
Properties=species:S:1:pos:R:3:forces:R:3:mulliken_charge:R:1 method="wB97M-V/def2-TZVPD" e_tot_ha=-2022.559618 largest_force_ev_per_a=3.01 gap_ev=5.394 charge=+1 spin_multiplicity=1
Sr -0.312782 -4.045733 0.229650 -0.98 2.84 -0.22 1.7407
O -1.078598 -1.823843 0.009332 0.92 -2.60 0.21 -0.8049
H -1.068108 -0.951538 -0.397172 -0.02 -0.23 0.11 -0.0221
C -2.169367 0.484320 -2.874383 -1.88 1.12 0.16 0.1294
O -3.056735 1.290304 -3.141498 0.41 -0.74 0.18 -0.6117
N -0.978562 0.521533 -3.448382 1.85 -0.49 -1.70 0.0835
C 0.171821 -0.318187 -3.068088 -0.44 0.42 0.15 -0.9135
C -0.739785 1.455994 -4.598258 0.57 -0.31 1.18 -0.9467
H -2.352350 -0.300471 -2.122470 0.36 -0.13 0.05 0.3221
H 0.661818 -0.790408 -3.919494 -0.19 0.18 -0.23 0.3868
H -0.096448 -1.128396 -2.387535 -0.35 0.20 0.06 0.2386
H 0.900541 0.319853 -2.565745 0.18 -0.11 0.03 0.3666
H -1.006224 2.468046 -4.302277 -0.14 -0.05 -0.10 0.3257
H 0.335960 1.410707 -4.766441 -0.03 0.19 -0.10 0.3806
H -1.227601 1.190386 -5.534077 -0.36 -0.24 0.28 0.2880
C 3.584221 -1.042784 2.485973 -0.64 -0.03 -0.02 0.1760
O 4.553433 -1.026299 3.182731 1.20 0.07 0.80 -0.5361
N 2.403081 -0.457223 2.796777 -1.16 0.06 0.61 0.0871
C 1.265235 -0.481647 1.892675 0.05 -0.03 -0.27 -0.5947
C 2.178996 0.392174 4.019879 0.46 -0.70 -1.28 -0.8683
H 3.616331 -1.596903 1.529306 -0.47 0.13 -0.20 0.2595
H 0.297484 -0.670857 2.360766 0.20 0.14 0.57 0.3242
H 1.320660 -1.281681 1.151950 0.52 0.04 -0.14 -0.0349
H 1.159295 0.460861 1.351660 -0.02 0.04 -0.08 0.3241
H 2.004503 1.385258 3.608437 -0.16 0.21 0.54 0.3260
H 1.321026 0.007442 4.568709 -0.16 0.14 -0.15 0.2935
H 3.029300 0.384619 4.696877 0.20 -0.06 -0.37 0.3045
C -2.887385 0.751621 1.775508 0.29 -0.56 1.57 0.4581
Cl -1.621242 1.949941 2.169607 -0.20 -0.31 -0.32 -0.1319
Cl -3.818811 1.154033 0.411668 -0.28 0.34 -1.07 -0.0741
Cl -3.936214 0.529382 3.199109 -0.14 0.15 0.23 -0.1533
H -2.453491 -0.240519 1.685191 0.39 0.33 -0.49 -0.1226